Entry from the Open Molecules 2025 dataset: a molecular structure, C38H67CrN6O2PSi (wB97M-V/def2-TZVPD).

```
116
Properties=species:S:1:pos:R:3:forces:R:3:mulliken_spin:R:1
Cr 0.853052 -0.588728 -0.245824 -0.106 -0.072 0.147 4.189
C -4.408091 -4.727675 -3.941913 0.015 0.005 0.011 0.000
C -4.379987 -4.847657 -2.442933 0.010 -0.012 0.003 0.000
C -4.769518 -3.791850 -1.627135 0.007 0.009 0.009 0.000
C -4.753293 -3.903531 -0.244636 -0.018 0.059 -0.078 0.000
C -4.326204 -5.080564 0.348194 -0.032 -0.016 0.018 -0.001
N -4.306347 -5.230419 1.768465 0.063 0.016 -0.009 0.000
C -3.977362 -4.240367 2.666541 -0.094 0.059 -0.077 0.000
O -4.488757 -4.165487 3.765532 0.032 -0.021 0.030 0.000
N -3.040660 -3.302364 2.255078 0.046 -0.069 -0.052 0.000
C -1.943857 -3.487986 1.388870 -0.016 -0.028 0.112 -0.025
C -1.371565 -4.724352 1.120337 0.041 0.017 -0.073 0.011
C -0.260895 -4.771670 0.294083 -0.064 -0.033 0.028 0.004
C 0.274633 -3.596880 -0.197099 0.041 0.035 -0.031 0.118
N -0.255587 -2.404319 0.081835 0.043 0.010 -0.101 -0.293
C -1.357628 -2.361620 0.827217 0.002 0.078 0.038 0.096
C -3.932975 -6.145907 -0.452397 -0.031 -0.022 0.048 0.000
C -3.969179 -6.030069 -1.831100 -0.005 0.014 -0.011 0.000
H -4.671656 -3.716991 -4.250280 -0.003 0.005 -0.006 0.000
H -5.134691 -5.416645 -4.376412 -0.004 0.003 0.003 0.000
H -3.433193 -4.964374 -4.369993 0.007 -0.006 -0.005 0.000
H -5.100515 -2.864344 -2.077718 0.011 -0.004 0.000 0.000
H -5.072843 -3.071229 0.369811 0.006 -0.018 0.012 0.000
H -4.984286 -5.865631 2.161574 0.009 -0.015 0.017 0.000
H -2.946532 -2.567526 2.938536 0.008 0.020 0.013 0.000
H -1.784395 -5.625383 1.551354 0.004 0.007 0.007 0.000
H 0.203600 -5.717752 0.053839 0.012 0.010 -0.008 -0.001
H 1.162389 -3.588907 -0.815607 0.002 -0.034 0.001 -0.005
H -1.786368 -1.381158 1.013092 0.005 -0.015 -0.022 -0.073
H -3.599838 -7.064127 0.016604 0.012 -0.002 -0.014 0.000
H -3.663003 -6.869490 -2.444728 0.004 0.001 0.003 0.000
O 1.425976 1.344599 0.055975 0.052 0.140 -0.093 -0.379
P 1.380423 2.634987 0.803527 0.017 -0.001 -0.116 0.031
N 2.884985 3.040916 1.292041 0.060 -0.027 0.046 -0.002
C 3.803947 1.980469 1.760695 -0.014 0.003 0.069 0.007
C 4.913754 2.747147 2.483735 -0.023 0.052 -0.061 0.001
C 4.215744 4.022954 2.957495 -0.025 -0.072 0.016 0.000
C 3.324603 4.357775 1.768118 0.020 0.031 -0.078 0.001
N 0.880108 3.975762 -0.002951 -0.084 -0.052 0.070 -0.003
C 1.633940 4.514842 -1.151891 0.072 -0.028 -0.062 0.000
C 0.594612 5.296878 -1.962823 -0.030 0.052 0.071 0.001
C -0.511633 5.599059 -0.947206 0.053 0.036 -0.053 0.000
C -0.543264 4.344090 -0.086981 0.043 -0.008 -0.034 0.002
N 0.349585 2.459084 2.073317 -0.002 -0.076 0.124 0.004
C -0.808040 1.567659 2.097607 -0.103 0.076 -0.020 -0.081
C -1.174123 1.446209 3.591368 0.058 -0.002 0.004 0.008
C -0.262855 2.451253 4.323724 -0.003 -0.014 -0.005 0.002
C 0.276650 3.356329 3.215910 -0.026 0.011 0.024 -0.001
H 4.168833 1.388254 0.922798 0.006 -0.001 -0.002 -0.003
H 3.282595 1.303575 2.441522 0.012 0.020 -0.025 -0.001
H 5.709085 3.005614 1.781476 0.012 -0.009 0.006 0.000
H 5.353161 2.164852 3.291607 0.001 -0.001 0.007 0.000
H 4.902229 4.829078 3.211971 0.007 0.003 -0.005 0.000
H 3.598940 3.804721 3.833892 0.008 0.020 0.016 0.000
H 3.911091 4.863367 0.993014 -0.007 0.011 0.005 0.000
H 2.476164 4.997137 2.009870 0.007 -0.005 0.011 0.000
H 2.092090 3.711975 -1.736014 -0.026 0.033 0.014 0.000
H 2.434344 5.168957 -0.797458 -0.015 0.005 0.018 0.000
H 0.203263 4.680809 -2.771382 -0.019 -0.043 0.004 0.000
H 1.019679 6.198990 -2.400963 0.001 -0.012 -0.012 0.000
H -1.473401 5.808041 -1.413145 -0.002 -0.005 -0.003 0.000
H -0.235250 6.457893 -0.330876 -0.004 0.001 -0.001 0.000
H -1.135248 3.560744 -0.570020 -0.004 -0.030 -0.036 -0.001
H -0.954020 4.526073 0.906143 0.005 -0.010 -0.001 0.001
H -0.559552 0.605922 1.645717 0.082 0.011 0.010 0.158
H -1.643021 1.995569 1.530229 -0.013 -0.028 -0.011 -0.005
H -0.992925 0.434474 3.952127 -0.032 0.002 0.012 -0.001
H -2.229043 1.668862 3.745669 -0.003 0.029 0.002 0.000
H 0.566965 1.924649 4.795629 0.012 0.000 -0.010 0.000
H -0.787481 3.013823 5.094691 -0.007 -0.005 0.006 0.000
H 1.257600 3.772866 3.446160 -0.030 -0.036 0.007 -0.001
H -0.412319 4.192195 3.028813 0.013 0.006 0.006 0.001
C 2.714184 -3.059204 3.108386 -0.007 0.015 0.000 0.003
C 1.817260 -1.945538 2.561627 0.035 0.005 -0.005 0.105
C 1.773535 -0.791402 3.561033 -0.032 0.003 0.003 -0.025
C 2.248692 -1.444212 1.177878 -0.067 0.038 -0.033 0.076
H 2.395189 -3.395538 4.100519 0.005 -0.002 -0.002 0.000
H 3.746862 -2.705873 3.183928 -0.001 0.000 0.002 -0.002
H 2.709813 -3.922955 2.439695 0.001 0.002 0.003 0.001
H 0.800931 -2.364313 2.507812 -0.015 -0.007 -0.024 -0.043
H 2.790580 -0.452484 3.784486 0.000 -0.012 0.001 -0.001
H 1.309493 -1.084518 4.507810 0.004 0.011 0.003 0.003
H 1.227291 0.061685 3.150260 0.003 -0.016 0.013 0.039
H 2.655212 -2.301067 0.611268 0.003 -0.005 -0.007 0.001
H 3.103210 -0.764344 1.308044 0.031 -0.039 0.025 -0.042
C -0.448353 1.794059 -2.967561 0.003 0.092 0.049 0.010
Si 0.096881 -0.014766 -2.684226 -0.001 -0.079 0.009 0.026
C 1.778006 -0.106964 -3.676169 -0.016 -0.077 -0.022 -0.034
C 2.528989 -1.386503 -3.285723 0.011 0.025 -0.008 0.023
C 1.638694 -0.062427 -5.198792 -0.001 0.032 0.010 0.002
C 2.636483 1.088547 -3.244724 -0.002 0.011 0.049 0.014
C -1.292590 -1.034442 -3.591645 -0.005 0.032 -0.015 0.019
C -0.867842 -2.485849 -3.821323 0.012 -0.007 0.016 -0.017
C -2.506381 -1.039194 -2.655869 -0.001 0.030 0.026 -0.002
C -1.751276 -0.429437 -4.922519 0.019 -0.019 -0.022 0.001
H -0.372332 2.131198 -4.006883 -0.004 -0.031 -0.003 -0.005
H 0.196600 2.432203 -2.360324 -0.025 0.043 0.024 0.006
H -1.478186 1.958597 -2.635843 -0.006 0.002 -0.005 0.008
H 1.951448 -2.285714 -3.512555 0.005 -0.015 -0.003 -0.001
H 2.758948 -1.401198 -2.213641 -0.003 0.000 -0.006 0.024
H 3.483155 -1.459524 -3.823882 0.001 0.004 0.002 0.001
H 1.137107 -0.949689 -5.588669 0.006 -0.008 -0.005 0.000
H 2.626467 -0.011627 -5.676110 0.009 0.003 0.013 0.000
H 1.072211 0.814366 -5.525750 0.012 -0.023 -0.004 0.000
H 2.733769 1.146119 -2.154793 -0.006 0.000 -0.041 0.024
H 2.208049 2.032621 -3.593852 0.021 -0.018 -0.002 -0.001
H 3.644761 1.005045 -3.669968 0.005 0.004 -0.005 -0.001
H -0.526402 -2.952085 -2.891832 -0.004 -0.008 0.001 0.005
H -0.059973 -2.565295 -4.551847 -0.005 0.002 -0.003 -0.002
H -1.710889 -3.079491 -4.199209 -0.014 -0.003 0.000 0.000
H -2.294346 -1.562693 -1.720285 0.005 -0.001 0.005 0.022
H -3.351006 -1.544702 -3.140283 -0.036 -0.020 -0.003 -0.001
H -2.829836 -0.022622 -2.408677 0.001 -0.029 0.005 0.006
H -0.958533 -0.420111 -5.670607 -0.026 0.007 0.012 0.000
H -2.101257 0.597445 -4.796122 -0.004 0.000 0.001 0.000
H -2.586810 -1.010726 -5.337482 0.010 -0.001 0.013 -0.001
```
Positions in Å, forces in eV/Å.

As for the spin multiplicity: 5. The LUMO energy (spin up / spin down) comes out at 0.0145 / 0.0117 hartree. The value obtained for the energy relative to the best compared isomer or geometry (same formula, charge and spin) is 0.148 eV. As for the expectation value of S²: 6.032. The total energy is -3642.60832 Eh. For the max |F|, the calculation gives 0.19 eV/Å.


Entry from the Open Molecules 2025 dataset: a molecular structure, C38H68AgN3O15 in a non-equilibrium geometry (wB97M-V/def2-TZVPD).

```
125
Properties=species:S:1:pos:R:3:forces:R:3:mulliken_spin:R:1
Ag -2.317796 4.047832 -0.012191 -0.019 -0.381 0.457 0.000
N -0.488962 1.101352 0.431196 0.122 0.399 -0.180 0.000
O -1.263673 1.951695 -0.097105 0.431 -0.834 0.105 -0.001
O 0.693784 1.026386 0.018846 -0.725 -0.045 0.429 -0.001
O -0.911985 0.351456 1.333815 0.161 0.336 -0.609 0.001
C 4.856765 1.566312 -0.190294 -0.041 0.499 0.861 0.000
C 5.136170 0.554560 -1.281187 -0.461 -0.396 -0.947 0.000
C 6.266493 -0.372962 -0.794283 0.168 0.316 0.347 0.000
C 6.378899 -1.630548 -1.625473 -0.856 -0.151 0.125 0.000
C 5.061971 -2.400895 -1.471809 0.952 -0.596 -0.040 0.000
C 3.821966 -1.638635 -1.919291 0.498 0.563 -0.871 0.004
N 3.903954 -0.252340 -1.445925 0.653 -0.849 1.364 0.000
O 2.753701 0.496465 -1.742254 0.147 -0.193 -0.219 0.000
C 3.799848 -1.702074 -3.467460 -0.841 0.461 0.111 -0.001
C 2.594285 -2.268746 -1.263220 -0.349 -0.982 -0.090 -0.021
C 5.504759 1.256696 -2.588934 -0.232 1.385 0.105 0.000
H 5.734620 2.154396 0.092027 0.177 -0.134 -0.282 0.000
H 4.558592 1.032971 0.717401 -0.104 -0.037 -0.062 0.000
H 4.070957 2.289578 -0.414146 -0.060 -0.189 -0.310 0.000
H 7.207701 0.179425 -0.731027 -0.076 0.177 -0.296 0.000
H 6.026406 -0.601596 0.248733 0.010 -0.375 -0.037 0.000
H 7.168405 -2.334251 -1.361414 0.249 0.392 0.312 0.000
H 6.536534 -1.394845 -2.680338 0.043 0.097 0.010 0.000
H 4.964389 -2.770454 -0.446685 -0.025 0.308 0.121 0.000
H 5.244331 -3.302965 -2.065625 -0.759 -0.066 -0.138 0.000
H 4.721559 -1.357979 -3.934510 0.272 -0.372 0.257 0.000
H 3.534477 -2.710235 -3.790254 0.226 0.022 -0.183 0.000
H 3.063029 -0.992527 -3.860293 -0.181 -0.208 0.175 0.001
H 2.699213 -2.226632 -0.178183 -0.147 0.416 0.007 0.000
H 1.624968 -1.877199 -1.580297 0.162 0.542 0.080 0.012
H 2.487628 -3.344392 -1.455073 0.462 -0.003 -0.321 0.000
H 6.129947 2.130169 -2.370677 0.600 -0.434 -0.047 0.000
H 4.644035 1.787670 -3.010262 -0.317 -0.555 -0.013 0.000
H 5.944649 0.632240 -3.362024 0.109 -0.068 0.111 0.000
H 2.208972 0.345393 -0.955207 -0.183 0.456 -0.177 0.001
C -1.253867 -2.066477 -6.295180 -0.404 -0.665 -0.748 0.064
C -0.376353 -1.831319 -5.081385 1.323 0.969 0.237 -0.047
C 0.249597 -0.431051 -5.096815 0.169 1.926 -1.014 0.019
C -0.669435 0.697462 -4.647046 0.283 -0.204 0.653 -0.009
C -1.074842 0.410032 -3.196786 -0.859 0.380 -0.347 0.023
C -1.752942 -0.957683 -3.009100 -0.513 0.173 0.339 -0.017
N -1.149845 -2.010448 -3.846873 0.299 -0.060 -0.486 0.702
O -1.616415 -3.277199 -3.734949 0.535 0.395 0.518 0.075
C -1.711332 -1.394118 -1.548607 1.198 -0.051 0.487 0.036
C -3.215812 -0.855326 -3.534803 0.603 0.818 -0.279 0.111
C 0.820537 -2.779402 -5.044556 -0.111 -1.156 0.372 0.042
H -0.643367 -1.850272 -7.171972 -0.119 0.255 0.012 0.002
H -2.184417 -1.501904 -6.321617 0.238 0.380 0.070 0.000
H -1.561473 -3.105140 -6.435352 0.167 -0.094 0.426 -0.001
H 1.225443 -0.273696 -4.629287 -0.262 -0.872 0.713 -0.004
H 0.522108 -0.170839 -6.126232 -0.214 -0.561 -0.182 -0.002
H -1.450626 0.817615 -5.400994 -0.472 -0.030 0.489 0.001
H -0.146597 1.653653 -4.608480 0.206 -0.109 -0.297 0.000
H -1.827633 1.121309 -2.848476 -0.092 0.042 -0.099 0.000
H -0.256114 0.627519 -2.506729 0.327 -0.629 -0.151 -0.008
H -2.123284 -2.382646 -1.347136 -0.285 0.118 -0.010 0.003
H -0.658375 -1.388052 -1.236906 0.040 -0.332 -0.123 -0.012
H -2.101729 -0.668773 -0.831435 -0.623 0.090 -0.467 0.005
H -3.733561 -1.804647 -3.446012 -0.296 0.175 0.118 -0.005
H -3.627233 0.005845 -3.006505 -0.466 -0.555 0.490 0.012
H -3.226092 -0.472897 -4.557555 0.084 -0.499 -0.181 -0.001
H 1.536326 -2.548759 -5.830847 -0.230 0.128 -0.174 0.001
H 0.495484 -3.816513 -5.146710 0.081 0.010 -0.158 0.000
H 1.381163 -2.707630 -4.109830 -0.224 0.196 -0.002 0.000
H -1.231875 -3.605353 -2.897239 -0.468 -0.113 0.002 0.014
O -0.392055 -0.712910 5.955619 -0.176 -0.481 -0.117 0.000
C 0.571815 -0.448139 5.295367 -0.750 1.328 0.666 0.000
O 1.804287 -0.818287 5.670155 1.138 0.215 0.368 0.000
C 2.804127 -0.348022 4.753959 -0.444 -0.948 -2.555 0.000
C 1.992474 0.076086 3.519748 -0.836 -0.307 -0.619 0.000
C 0.624154 0.459901 4.096661 1.351 0.350 -0.569 0.000
H 3.360728 -1.209067 4.385899 0.358 -0.105 0.720 0.000
H 3.521943 0.434228 4.992777 -0.451 0.059 1.267 0.000
H 1.764573 -0.782203 2.880416 0.504 -0.099 -0.027 0.000
H 2.481129 0.813368 2.883510 -0.069 0.145 0.158 0.000
H -0.188893 0.338430 3.388368 -0.016 -0.107 0.195 0.000
H 0.710181 1.512908 4.380314 -0.558 -0.070 0.510 0.000
O -0.648531 4.484848 1.811603 -0.330 0.111 0.027 0.000
C 0.455529 4.388467 2.274222 0.339 0.159 0.093 0.000
O 0.668570 4.268823 3.591851 -0.688 0.156 0.488 0.000
C 2.057216 4.299407 3.970554 -0.019 -0.667 -0.774 0.000
C 2.810002 4.382405 2.635987 1.041 0.809 0.304 0.000
C 1.755305 4.338323 1.554287 0.702 -0.342 -0.412 0.000
H 2.274794 3.363475 4.485334 -0.087 0.138 0.219 0.000
H 2.219297 5.154640 4.619987 -0.032 -0.057 0.053 0.000
H 3.607226 3.650322 2.512180 -0.249 -0.236 0.147 0.000
H 3.322779 5.345864 2.589596 -0.010 -0.037 0.012 0.000
H 1.775486 3.398347 0.994099 -0.073 0.113 -0.149 0.000
H 1.924632 5.171080 0.875533 -0.537 -0.117 -0.235 0.000
O -3.352758 3.347771 2.024797 -0.782 0.433 -0.203 0.000
C -3.381659 2.930583 3.145503 0.702 -0.779 0.556 0.000
O -4.501436 2.656130 3.817477 -0.824 0.316 -0.049 0.000
C -4.236212 2.204213 5.138675 1.088 -0.078 1.605 0.000
C -2.708770 1.938475 5.251043 -0.671 -1.732 -1.279 0.000
C -2.184555 2.578705 3.978790 0.331 1.135 0.027 0.000
H -4.785501 1.292507 5.355008 -0.275 0.066 -0.318 0.000
H -4.467168 2.919619 5.930540 -0.633 0.439 -0.599 0.000
H -2.626700 0.852617 5.140101 0.408 0.016 0.061 0.000
H -2.244582 2.141553 6.209725 -0.057 0.603 -0.103 0.000
H -1.536352 2.003294 3.321392 0.142 -0.106 0.294 0.000
H -1.724209 3.558853 4.136297 0.336 -0.195 0.127 0.000
O -4.181935 2.378163 -0.424134 0.358 1.022 -0.088 0.000
C -4.851382 1.409872 -0.580229 0.069 -1.525 -0.366 0.001
O -5.407449 1.101663 -1.767451 -0.286 0.650 -0.378 0.001
C -6.328131 -0.014351 -1.612187 0.681 0.846 0.258 0.001
C -5.647379 -0.858267 -0.531948 -0.659 -0.083 -0.156 0.000
C -5.099465 0.251520 0.365257 -0.340 0.281 0.100 -0.001
H -6.485951 -0.357962 -2.629655 -0.001 -0.577 0.201 0.000
H -7.250519 0.419283 -1.218478 -0.160 -0.233 -0.136 0.000
H -4.873058 -1.519392 -0.916764 0.023 0.049 -0.059 -0.001
H -6.412014 -1.449150 -0.030087 0.271 -0.233 0.108 0.000
H -4.192116 0.049142 0.929422 -0.078 -0.111 0.046 0.000
H -5.900698 0.560279 1.042805 0.214 0.057 0.247 0.000
O -5.342426 -4.057119 2.138829 0.035 -0.051 -0.105 0.000
C -4.426021 -3.474493 2.639940 -0.531 -0.370 0.976 0.000
O -3.774903 -2.500950 1.998158 0.111 1.024 -0.979 0.000
C -2.798829 -1.847481 2.813616 0.479 -1.507 1.186 0.000
C -2.536212 -2.897625 3.917557 1.274 0.185 1.171 0.000
C -3.827429 -3.674191 4.047019 -0.237 0.016 -1.439 0.000
H -3.186793 -0.944477 3.284548 -0.160 0.206 -0.435 0.000
H -1.902015 -1.671799 2.229935 -0.166 0.353 -0.150 0.000
H -2.158249 -2.463468 4.848749 -0.570 0.408 -0.002 0.000
H -1.678931 -3.548159 3.718714 -0.309 -0.164 -0.765 0.000
H -4.533528 -3.283442 4.777504 0.034 -0.039 0.080 0.000
H -3.729499 -4.752771 4.140393 0.094 0.048 0.434 0.000
```
Positions in Å, forces in eV/Å.

As for the net charge: +1. As for the spin multiplicity: 2. The LUMO energy (spin up / spin down) comes out at -0.0857 / -0.2022 hartree. The value obtained for the energy relative to the best compared isomer or geometry (same formula, charge and spin) is 0.000 eV. As for the expectation value of S²: 0.754. The total energy is -2928.13119 Eh. For the max |F|, the calculation gives 2.76 eV/Å.